1.
A single C5H6OS molecule at a distorted geometry. Source: the OMol25 dataset; level of theory: wB97M-V/def2-TZVPD.

Each atom is followed by the atoms it is bonded to, with distances in Å.
Element x y z (Å)
1 O -0.946 1.785 2.721  C2 1.171
2 C -1.004 0.882 1.978  O1 1.171, C3 1.315
3 C -0.915 -0.059 1.064  C2 1.315, C4 1.537, H8 1.071
4 C -0.755 0.302 -0.422  C3 1.537, C5 1.645, H9 0.994, H10 1.150
5 C 0.872 0.279 -0.664  C4 1.645, C6 1.500, H11 1.112, H12 1.067
6 C 1.312 -1.140 -0.869  C5 1.500, S7 1.643, H13 1.092
7 S 0.867 -2.086 -2.137  C6 1.643
8 H -1.078 -1.097 1.273  C3 1.071
9 H -1.292 -0.251 -1.050  C4 0.994
10 H -0.999 1.401 -0.654  C4 1.150
11 H 1.256 0.739 0.273  C5 1.112
12 H 0.985 0.857 -1.553  C5 1.067
13 H 1.695 -1.611 0.040  C6 1.092

## Properties
Multiplicity: 1
HOMO-LUMO gap in eV: 8.3
SMILES: O=C=CCCC=S

Löwdin population analysis, charges in e, atoms 1 to 6: O 0.17; C -0.19; C -0.11; C -0.15; C -0.25; C -0.65


2.
2 unconnected molecules or ions with the total composition H2 at a distorted geometry. Source: the OMol25 dataset; level of theory: wB97M-V/def2-TZVPD.

Each atom is followed by the atoms it is bonded to, with distances in Å.
Element x y z (Å)
1 H 0.366 -0.615 1.004  no bonds
2 H -0.366 0.615 -1.004  no bonds

## Properties
Multiplicity: 1
HOMO-LUMO gap in eV: 6.5

List of Löwdin charges in e, atom by atom: H 0.00; H 0.00